1.
{
  "formula": "C35H43N10O2S3SiZr",
  "method": "ωB97M-V/def2-TZVPD",
  "total_charge": 1,
  "relative_energy_kcal_mol": 46.3,
  "homo_lumo_gap_ev": 6.4231,
  "energy_ev": -97650.785,
  "max_force_ev_per_a": 1.75,
  "species": ["Zr", "N", "C", "S", "N", "N", "C", "C", "C", "C", "C", "C", "N", "H", "H", "H", "H", "H", "H", "H", "C", "N", "C", "C", "N", "C", "S", "C", "C", "C", "C", "C", "N", "H", "H", "H", "H", "H", "H", "H", "H", "H", "N", "C", "C", "O", "O", "H", "H", "H", "H", "C", "N", "C", "C", "S", "N", "C", "C", "H", "H", "H", "H", "H", "H", "H", "H", "H", "H", "H", "H", "C", "C", "C", "C", "C", "C", "Si", "C", "C", "C", "C", "C", "C", "H", "H", "H", "H", "H", "H", "H", "H", "H", "H", "H"],
  "coordinates": [[0.49130, 0.70126, -0.13095], [-3.41076, 2.10973, -1.89854], [-2.06848, 2.08792, -1.72144], [-1.35081, 2.98675, -0.45813], [-1.35107, 1.39378, -2.58242], [-0.06552, 1.27677, -2.20214], [0.82054, 1.09000, -3.12496], [2.20053, 1.13033, -2.71175], [3.25029, 0.92505, -3.60444], [4.54700, 1.08062, -3.15878], [4.75514, 1.47646, -1.84392], [3.66072, 1.63939, -1.01578], [2.40160, 1.45120, -1.41193], [-3.91705, 2.87116, -1.47870], [-3.75741, 1.76918, -2.78230], [0.54336, 1.03022, -4.17426], [3.03133, 0.65442, -4.62771], [5.38044, 0.90712, -3.82326], [5.75088, 1.63981, -1.46388], [3.79479, 1.93318, 0.01593], [3.51335, -1.62263, 3.56971], [2.86867, -2.45687, 2.58603], [2.30940, -3.69600, 2.79879], [1.75786, -4.09820, 1.64457], [1.97318, -3.09757, 0.70391], [2.65838, -2.07737, 1.30835], [3.24131, -0.66603, 0.63645], [1.48851, -3.13058, -0.61130], [1.24131, -4.38423, -1.17567], [0.81629, -4.46472, -2.48312], [0.66597, -3.28677, -3.19448], [0.91185, -2.09431, -2.54503], [1.31190, -1.98478, -1.27432], [3.67803, -2.20109, 4.47439], [2.88525, -0.76060, 3.79412], [4.46343, -1.26052, 3.18147], [2.33778, -4.17835, 3.75638], [1.18551, -4.97854, 1.43845], [1.41526, -5.28236, -0.60602], [0.62763, -5.42368, -2.94401], [0.37035, -3.29798, -4.23286], [0.78471, -1.16780, -3.08163], [-1.72889, 0.69138, 1.26111], [-1.65157, -0.36595, 2.27149], [-0.62782, -1.37602, 1.75671], [-0.71113, -2.56327, 1.97033], [0.33215, -0.79339, 1.09414], [-2.10189, 1.55268, 1.64710], [-2.37105, 0.37828, 0.53237], [-2.60095, -0.86675, 2.47356], [-1.26785, 0.04582, 3.20888], [-4.02798, -2.67001, 0.36356], [-4.18414, -2.49967, -1.06822], [-5.56899, -2.49823, -1.51019], [-3.17558, -2.04197, -1.84303], [-1.81363, -1.33766, -1.13226], [-3.29985, -2.21402, -3.17999], [-3.94046, -3.38786, -3.75075], [-2.49087, -1.47529, -4.12691], [-4.62558, -3.52852, 0.67298], [-4.37718, -1.78527, 0.90543], [-2.98674, -2.84967, 0.61718], [-6.15217, -1.87729, -0.82579], [-5.98858, -3.50647, -1.50061], [-5.65072, -2.07807, -2.50779], [-4.28712, -4.05727, -2.96954], [-3.20884, -3.92383, -4.36073], [-4.77903, -3.11052, -4.39324], [-2.08772, -0.58139, -3.65900], [-3.12068, -1.18685, -4.97132], [-1.66775, -2.08916, -4.50419], [2.49446, 6.49475, 0.13179], [1.17538, 6.14897, 0.38190], [0.87217, 4.91979, 0.94462], [1.86986, 3.99819, 1.26448], [3.19330, 4.38804, 1.04619], [3.50630, 5.61556, 0.48498], [1.50026, 2.22089, 1.88369], [0.39141, 2.18441, 3.44597], [-0.85207, 2.81900, 3.49805], [-1.64499, 2.75432, 4.63304], [-1.21595, 2.04191, 5.74404], [0.01684, 1.40725, 5.71500], [0.80707, 1.48284, 4.57882], [2.73178, 7.44788, -0.32017], [0.37916, 6.83817, 0.13524], [-0.16340, 4.68778, 1.15045], [3.99848, 3.72746, 1.34766], [4.54097, 5.89088, 0.32800], [2.82984, 1.85998, 2.49735], [-1.19458, 3.39335, 2.64345], [-2.59768, 3.26652, 4.65882], [-1.83274, 1.99266, 6.63058], [0.36413, 0.86578, 6.58478], [1.77992, 1.00643, 4.57513]]
}

2.
{
  "formula": "C35H43N4O6RhS",
  "method": "ωB97M-V/def2-TZVPD",
  "total_charge": 0,
  "homo_lumo_gap_ev": 7.6095,
  "energy_ev": -69082.936,
  "max_force_ev_per_a": 0.66,
  "species": ["Rh", "C", "C", "C", "C", "C", "C", "C", "C", "C", "C", "C", "C", "C", "C", "C", "C", "C", "H", "H", "H", "H", "H", "H", "H", "H", "H", "H", "H", "H", "H", "H", "H", "H", "H", "H", "H", "H", "H", "H", "H", "H", "H", "H", "H", "H", "H", "N", "C", "C", "C", "C", "C", "C", "S", "O", "O", "N", "C", "N", "C", "C", "C", "N", "H", "H", "H", "H", "H", "H", "H", "H", "H", "O", "C", "O", "C", "C", "C", "C", "O", "C", "O", "C", "C", "H", "H", "H", "H", "H"],
  "coordinates": [[0.12520, 0.21146, 0.75330], [1.64202, 0.34689, 2.27120], [0.41080, 0.84051, 2.78720], [0.09434, 2.02547, 1.97632], [1.09862, 2.12095, 0.98781], [2.07187, 1.08817, 1.15682], [3.40613, 0.93453, 0.46422], [3.43968, 1.75404, -0.82516], [3.68759, -0.53952, 0.16582], [4.46757, 1.47695, 1.43442], [-0.94416, 3.14904, 2.13804], [-0.75492, 3.77174, 3.52739], [-2.40157, 2.72808, 1.93512], [-0.67474, 4.25742, 1.11013], [-0.14155, 0.22546, 4.07638], [0.19222, -1.27372, 4.13741], [0.56637, 0.90975, 5.26064], [-1.65786, 0.33007, 4.23085], [2.12855, -0.54996, 2.61599], [1.11495, 2.83930, 0.18679], [2.65316, 1.43024, -1.50467], [4.39720, 1.60688, -1.32748], [3.33475, 2.82246, -0.61894], [2.93252, -0.95308, -0.50051], [3.71350, -1.13498, 1.08077], [4.66339, -0.63014, -0.31540], [4.27272, 2.51985, 1.69523], [5.45312, 1.42205, 0.96847], [4.49382, 0.89261, 2.35658], [-1.07866, 3.11366, 4.32857], [-1.34275, 4.68929, 3.59094], [0.29386, 4.02703, 3.69635], [-2.67740, 1.84311, 2.49875], [-2.58858, 2.53113, 0.88207], [-3.05539, 3.54635, 2.24493], [0.31712, 4.69600, 1.23366], [-1.41215, 5.04837, 1.25285], [-0.77674, 3.89333, 0.08612], [1.26326, -1.46014, 4.21378], [-0.21256, -1.79679, 3.27189], [-0.26666, -1.69351, 5.03378], [1.64696, 0.76548, 5.19576], [0.22395, 0.46892, 6.19902], [0.37181, 1.97978, 5.29885], [-2.15213, -0.15451, 3.38660], [-2.01872, 1.35039, 4.33308], [-1.95016, -0.21026, 5.13289], [-0.58961, 3.07088, -7.36948], [-0.34566, 2.23493, -6.28431], [-1.13614, 1.10515, -6.07121], [-0.92779, 0.30027, -4.96665], [0.07764, 0.61544, -4.06640], [0.87580, 1.73509, -4.26831], [0.66277, 2.54308, -5.36764], [0.36721, -0.41201, -2.66859], [-0.32301, -1.65329, -2.88500], [1.78666, -0.42450, -2.43539], [-0.27865, 0.38860, -1.39206], [-1.62656, 0.28422, -1.20941], [-2.54578, 0.22794, -2.16973], [-3.78355, -0.02213, -1.76620], [-4.12840, -0.24776, -0.43963], [-3.11418, -0.13886, 0.48910], [-1.88788, 0.19939, 0.10837], [-1.06400, 2.64079, -8.14644], [0.18965, 3.63764, -7.66137], [-1.91954, 0.86182, -6.77928], [-1.53684, -0.57471, -4.79100], [1.67232, 1.95771, -3.57054], [1.28355, 3.41648, -5.52914], [-4.53671, -0.05984, -2.54653], [-5.13332, -0.50682, -0.14537], [-3.27097, -0.31818, 1.54201], [-1.68466, -2.29015, 1.52080], [-0.73401, -2.59337, 0.80217], [0.27720, -1.82444, 0.53693], [-0.68618, -3.92039, 0.10684], [-1.64054, -4.87594, 0.42380], [-1.65463, -6.12668, -0.19936], [-0.68312, -6.35207, -1.14147], [-0.48019, -7.48120, -1.88661], [0.60367, -7.18009, -2.76848], [1.10905, -5.89512, -2.42729], [0.26601, -5.39832, -1.46292], [0.29754, -4.16997, -0.86379], [-2.38042, -4.62775, 1.17183], [-2.39165, -6.87996, 0.04075], [0.23756, -7.16887, -3.79852], [1.38872, -7.92640, -2.63944], [1.01829, -3.41083, -1.12967]]
}